No. 1
{"formula": "C10H8Cl2N2", "method": "ωB97M-V/def2-TZVPD", "species": ["Cl", "Cl", "N", "N", "C", "C", "C", "C", "C", "C", "C", "C", "C", "C", "H", "H", "H", "H", "H", "H", "H", "H"], "coordinates": [[1.091725, -2.744171, -0.943318], [1.105076, -0.622019, -2.803884], [0.947277, 0.667472, 0.843403], [3.150351, 1.134137, 0.732809], [-2.286677, -0.821855, 1.102850], [0.588293, -1.098948, -1.142678], [2.846652, 0.179411, -0.269526], [-1.203933, -1.366843, 0.455475], [-0.792407, -0.808795, -0.741671], [1.987588, 1.389409, 1.337604], [-1.540248, 0.190925, -1.314501], [-3.038095, 0.151521, 0.561564], [1.483122, -0.037901, -0.151537], [-2.605199, 0.678589, -0.639200], [1.941675, 2.041548, 2.088244], [4.112544, 1.520148, 0.686842], [-0.558025, -2.071293, 1.009153], [3.671673, -0.196601, -0.775684], [-3.850265, 0.527859, 1.163079], [-3.145174, 1.575107, -1.000093], [-1.261181, 0.761400, -2.235279], [-2.644782, -1.049096, 2.036342]], "forces_ev_per_a": [[0.25, -0.88, 0.35], [-0.58, 0.04, -0.01], [1.53, 1.67, 1.10], [0.52, -1.85, -2.62], [0.13, -0.67, -0.67], [2.69, 2.99, 1.20], [-1.16, 1.38, 1.93], [0.81, -0.24, 1.00], [-0.37, -0.90, -0.05], [-1.30, -2.38, -2.27], [0.80, 1.27, -1.57], [0.02, 1.09, -0.75], [0.69, -2.64, -2.35], [-2.55, 1.89, 0.10], [-0.51, 2.47, 2.88], [-1.47, 0.05, 0.93], [-0.49, 0.33, -0.60], [0.75, -0.82, -1.29], [-0.22, 0.37, -0.35], [0.39, -0.69, -0.15], [0.11, -0.99, 0.85], [-0.04, -1.49, 2.33]], "nbo_charge": [0.032, -0.023, -0.464, -0.512, -0.199, -0.042, -0.124, -0.170, -0.118, 0.177, -0.197, -0.204, 0.111, -0.192, 0.185, 0.435, 0.228, 0.217, 0.212, 0.209, 0.233, 0.207], "homo_lumo_gap_ev": 9.506, "smiles": "ClC(Cl)(c1ccccc1)c1c[nH]cn1", "mol_weight_g_mol": 227.094}

=====

No. 2
{"formula": "C15H24N2O4S", "method": "ωB97M-V/def2-TZVPD", "species": ["S", "O", "O", "O", "O", "N", "N", "C", "C", "C", "C", "C", "C", "C", "C", "C", "C", "C", "C", "C", "C", "C", "H", "H", "H", "H", "H", "H", "H", "H", "H", "H", "H", "H", "H", "H", "H", "H", "H", "H", "H", "H", "H", "H", "H", "H"], "coordinates": [[1.321242, 2.016250, -0.762718], [5.505427, -1.903524, 0.604686], [0.442335, 1.403298, -1.726007], [1.908849, 3.280608, -1.105989], [-2.322971, 0.656824, 1.873053], [-1.231818, -0.060838, 0.024023], [0.476451, 2.108945, 0.674507], [-5.432799, -2.076286, -0.037388], [4.920288, 0.233115, -0.405040], [-1.601380, 0.866815, 0.919513], [-2.581412, -1.695344, -1.226011], [-4.769141, -0.723015, -0.265619], [4.609898, -0.949493, 0.265013], [-3.756252, -0.733435, -1.411885], [3.282718, -1.204431, 0.634476], [2.288393, -0.300319, 0.332787], [-1.751961, -1.408664, 0.026567], [3.914411, 1.137390, -0.702544], [-0.979783, 2.248722, 0.622869], [-1.477326, 3.294085, 1.607401], [2.612753, 0.867889, -0.336298], [6.860760, -1.723517, 0.259396], [-4.716437, -2.809921, 0.323141], [-1.261600, 2.527765, -0.400985], [-1.229657, 2.990386, 2.621784], [5.932889, 0.457753, -0.698333], [-2.355931, -1.514973, 0.929455], [-2.558403, 3.373410, 1.533986], [6.991413, -1.650063, -0.824244], [-4.286282, -0.389720, 0.653510], [-1.929699, -1.615071, -2.099873], [-0.917250, -2.118051, 0.076178], [-5.872661, -2.447510, -0.961398], [-3.363388, 0.278249, -1.537096], [7.282512, -0.836096, 0.740491], [3.067299, -2.122582, 1.156954], [-1.032025, 4.263310, 1.393829], [1.264212, -0.479264, 0.616739], [-4.271669, -1.002799, -2.337416], [4.127693, 2.060660, -1.217306], [-6.222332, -1.985641, 0.704957], [0.913248, 2.767274, 1.300464], [7.375554, -2.610248, 0.625014], [-0.691403, 0.240218, -0.781453], [-5.541660, 0.010668, -0.508963], [-2.943115, -2.722851, -1.174249]], "forces_ev_per_a": [[0.42, 0.09, 0.48], [-0.33, 0.00, 0.07], [-0.12, -0.07, 0.03], [0.12, -0.15, 0.16], [-0.23, 0.07, 0.33], [0.02, -0.36, -0.34], [0.52, -0.02, -0.62], [0.06, 0.26, 0.03], [0.18, -0.23, 0.05], [0.22, 0.41, -0.20], [-0.05, 0.24, 0.11], [0.00, -0.09, -0.17], [-0.18, 0.15, -0.05], [0.02, -0.07, 0.15], [0.10, 0.01, -0.06], [0.12, -0.25, 0.09], [-0.10, -0.25, -0.03], [-0.12, 0.14, -0.04], [-0.61, -0.06, -0.16], [0.19, -0.22, -0.15], [-0.33, 0.57, -0.15], [0.24, 0.03, -0.06], [0.04, -0.16, 0.04], [-0.10, -0.01, 0.19], [-0.04, 0.02, 0.11], [0.09, 0.00, -0.01], [0.11, -0.06, -0.05], [-0.03, 0.01, 0.05], [-0.02, 0.01, 0.04], [-0.02, 0.09, 0.05], [0.01, -0.12, -0.05], [-0.11, 0.01, 0.08], [-0.06, -0.11, -0.08], [-0.02, 0.03, -0.12], [-0.03, -0.02, -0.02], [-0.05, -0.10, 0.07], [0.03, 0.08, -0.05], [-0.13, -0.11, 0.11], [0.00, 0.08, -0.06], [0.12, 0.10, -0.05], [-0.08, -0.09, 0.07], [0.20, 0.12, 0.10], [0.00, 0.09, -0.05], [-0.15, -0.02, 0.13], [0.02, 0.05, 0.07], [0.06, -0.09, -0.05]], "nbo_charge": [2.318, -0.483, -0.961, -0.932, -0.635, -0.645, -0.868, -0.608, -0.273, 0.677, -0.406, -0.409, 0.320, -0.395, -0.243, -0.166, -0.229, -0.158, -0.144, -0.614, -0.380, -0.255, 0.197, 0.222, 0.223, 0.219, 0.228, 0.238, 0.180, 0.218, 0.203, 0.190, 0.198, 0.202, 0.180, 0.231, 0.212, 0.243, 0.201, 0.243, 0.211, 0.410, 0.206, 0.428, 0.200, 0.207], "homo_lumo_gap_ev": 9.805, "smiles": "CCCCCNC(=O)[C@@H](C)NS(=O)(=O)c1ccc(OC)cc1", "mol_weight_g_mol": 328.434}

=====

No. 3
{"formula": "C61H63As3F6N4O11SSn", "method": "ωB97M-V/def2-TZVPD", "species": ["Sn", "As", "As", "As", "S", "F", "F", "F", "F", "F", "F", "O", "O", "O", "O", "O", "O", "O", "O", "O", "O", "O", "N", "N", "N", "N", "C", "C", "C", "C", "C", "C", "C", "C", "C", "C", "C", "C", "C", "C", "C", "C", "C", "C", "C", "C", "C", "C", "C", "C", "C", "C", "C", "C", "C", "C", "C", "C", "C", "C", "C", "C", "C", "C", "C", "C", "C", "C", "C", "C", "C", "C", "C", "C", "C", "C", "C", "C", "C", "C", "C", "C", "C", "C", "C", "C", "C", "H", "H", "H", "H", "H", "H", "H", "H", "H", "H", "H", "H", "H", "H", "H", "H", "H", "H", "H", "H", "H", "H", "H", "H", "H", "H", "H", "H", "H", "H", "H", "H", "H", "H", "H", "H", "H", "H", "H", "H", "H", "H", "H", "H", "H", "H", "H", "H", "H", "H", "H", "H", "H", "H", "H", "H", "H", "H", "H", "H", "H", "H", "H"], "coordinates": [[0.594511, -0.304602, 0.813851], [-1.065667, -0.329572, -3.348904], [2.744958, -3.107567, -6.180534], [2.746633, 0.462799, -1.866138], [-4.174056, 0.769800, -2.381104], [3.117289, -6.328772, -1.248223], [-6.313254, -2.362619, 2.169374], [0.944579, -7.683350, -0.293155], [-1.277525, -6.276644, 0.415826], [-1.352072, -3.591129, 0.172876], [3.075040, -3.663608, -1.510326], [2.428417, 3.839936, -0.706103], [1.143221, -1.462596, 2.873134], [-1.513341, -0.969870, 2.136699], [2.528529, 0.736141, 1.641309], [-4.267849, -0.354529, -1.430373], [-0.512858, 3.517590, 7.296344], [-1.126263, 1.821121, 1.245100], [1.414475, 4.177087, 7.964582], [1.502959, -1.422208, 5.093200], [0.785221, -2.216981, -0.897502], [4.467462, 1.337512, 2.582082], [-2.434413, -1.725833, 6.012671], [0.722488, 2.455315, 0.050714], [0.700690, 3.589451, 7.165571], [-0.741922, 4.042183, 0.744098], [2.012571, -5.650132, -0.896924], [-4.478873, 3.501188, -2.150707], [4.124731, -0.533444, -0.899011], [-1.716598, 0.766158, -4.891353], [3.997993, 1.776437, -2.652469], [-1.139237, -1.580503, 5.619083], [2.796024, -3.957906, -4.415221], [1.754073, -0.567727, -4.612066], [0.370224, -1.207771, -4.422293], [3.239943, 1.226740, 2.570291], [2.508833, 1.803615, 3.799199], [-1.715657, -1.358495, 3.285807], [-3.422519, -1.884579, 5.054921], [-4.745406, -2.197243, 5.423190], [0.900358, 7.147974, -2.659038], [-1.364661, 6.362539, -2.722585], [-5.779139, 0.702636, -3.274727], [2.735516, -0.773370, -3.431803], [0.522490, 2.482230, 4.980406], [-2.790414, -1.629369, 7.427801], [-5.362449, 4.616343, -0.199226], [0.099162, 5.655364, -0.937838], [-3.891034, -2.641227, 7.733853], [0.695789, 6.957341, 1.632538], [0.996641, 5.608564, 1.445049], [-0.347294, 7.125886, -3.273052], [-2.259200, -1.861470, -3.699947], [-0.421932, 2.691691, 0.717497], [0.394694, 4.819037, 0.292810], [0.919181, -6.339034, -0.411021], [1.776641, 4.959063, 2.396166], [2.260486, 5.645755, 3.499144], [-1.140542, 5.626343, -1.564165], [0.785916, -1.424309, 4.084877], [0.843735, -3.488158, -0.711694], [1.183723, 7.649043, 2.734341], [0.926942, -3.704821, -6.663288], [3.285801, 2.280613, 4.850603], [-5.121432, -2.367751, 6.875146], [-5.340493, -2.206986, 3.100023], [1.973746, 6.993489, 3.668895], [1.124264, 1.903646, 3.878398], [-5.772499, 5.884975, 0.506452], [1.319693, 2.958749, 6.013782], [-4.062914, -1.914863, 2.712978], [1.347706, 3.623367, -0.190540], [-0.727716, -1.456800, 4.336635], [-3.088984, -1.742692, 3.700193], [-5.695679, -2.347445, 4.433627], [-0.205932, -5.617707, -0.053208], [1.974133, -4.277756, -1.034821], [-4.624436, 2.281111, -1.509579], [-4.851958, 4.664789, -1.495725], [1.123240, 6.422273, -1.500041], [-3.191279, -0.201289, 7.785007], [-5.479985, 3.380045, 0.428662], [2.406652, -1.177291, -5.873654], [2.703746, 2.850906, 5.963673], [1.572403, 0.931577, -4.913858], [-0.237364, -4.246959, -0.189135], [-5.110340, 2.210763, -0.219880], [3.294886, 3.206488, 6.795109], [3.384383, -0.706371, -6.005443], [3.723077, -1.496633, -0.581693], [1.879854, -3.793164, -3.849978], [-3.221883, -1.723367, -3.211081], [-0.551790, 2.582443, 5.042955], [-4.072354, 3.540868, -3.158575], [-1.799706, -2.753440, -3.269902], [-1.927098, 5.019327, -1.131466], [-3.509043, -3.642486, 7.520556], [0.901852, 1.079074, -5.765219], [3.637058, -3.591330, -3.831118], [-2.398852, -2.011711, -4.772856], [0.246170, -3.652394, -5.813780], [-0.386273, -1.573660, 6.399752], [0.533689, -3.088536, -7.472769], [-1.272840, 1.763040, -4.849968], [-4.015164, 0.136821, 7.152978], [-2.799276, 0.874360, -4.849390], [2.365519, 7.527871, 4.527033], [-5.712073, -0.105622, -4.006080], [1.158986, 1.448377, -4.044043], [-0.082496, -1.335373, -5.410269], [3.748660, -0.755745, -3.846873], [-5.990800, 1.653143, -3.763425], [-4.899536, 6.444937, 0.852375], [2.856819, 5.119798, 4.235795], [3.461922, 2.561951, -3.183925], [-6.390724, 5.662087, 1.376190], [2.094641, 6.428241, -1.024611], [-5.177582, 1.243621, 0.265853], [-1.353945, 4.377648, 1.470310], [-3.782383, -1.794085, 1.672832], [-4.745614, 5.621043, -1.998494], [5.017199, -0.688462, -1.508586], [-2.354927, 0.478644, 7.637955], [0.492343, -2.201879, -3.986702], [-1.899454, -1.902481, 7.993522], [0.926701, 8.694420, 2.862310], [-4.150056, -2.593880, 8.792541], [4.359872, 2.186377, 4.756970], [2.536330, 1.387188, -5.153655], [-5.836455, -3.186375, 6.973342], [0.971605, -4.737016, -7.012758], [1.818909, -0.886430, -6.753524], [4.529374, 2.249264, -1.828036], [-5.865896, 3.326772, 1.441187], [4.381588, 0.029769, -0.000715], [-6.531623, 0.459511, -2.524763], [-1.449567, 0.307030, -5.846531], [0.069803, 7.468008, 0.910500], [2.923645, -5.030676, -4.566978], [2.584623, -1.752526, -2.973510], [-0.523588, 7.702679, -4.174136], [0.515193, 1.548934, 3.061000], [-2.339968, 6.338187, -3.196020], [4.707556, 1.288216, -3.325365], [-6.721573, -2.586263, 4.689888], [1.703954, 7.736250, -3.087648], [2.015501, 3.910279, 2.266110], [-3.503055, -0.149240, 8.831798], [-6.334822, 6.536999, -0.164839], [-5.626516, -1.465998, 7.233667]], "forces_ev_per_a": [[0.47, 0.22, 0.50], [0.31, -0.09, -0.50], [-0.08, -0.06, -0.04], [0.05, -0.12, -0.45], [-0.89, 0.33, -0.07], [0.13, -0.09, -0.04], [0.02, -0.02, 0.01], [0.00, -0.12, 0.02], [-0.16, -0.07, 0.09], [-0.11, 0.00, 0.02], [0.08, 0.00, 0.12], [-0.11, -0.02, 0.07], [0.07, 0.19, -0.43], [-0.15, -0.19, 0.00], [-0.36, -0.06, 0.09], [0.06, -0.21, 0.32], [0.12, -0.08, -0.14], [0.00, 0.00, 0.10], [0.07, -0.09, -0.09], [-0.08, 0.00, -0.29], [0.15, -0.17, 0.20], [-0.12, -0.09, -0.08], [0.20, -0.10, 0.01], [0.33, -0.06, 0.02], [-0.30, 0.23, 0.40], [-0.14, 0.16, -0.02], [-0.09, 0.09, 0.00], [0.06, 0.12, -0.07], [0.03, -0.04, 0.19], [0.03, 0.10, 0.09], [-0.10, 0.15, 0.15], [-0.20, -0.01, 0.04], [0.00, 0.05, -0.05], [0.00, 0.27, 0.05], [0.22, -0.11, 0.22], [0.12, 0.02, 0.00], [0.00, -0.10, -0.14], [0.01, 0.05, 0.12], [-0.09, -0.01, -0.17], [-0.07, 0.03, 0.09], [0.00, 0.02, 0.04], [0.01, 0.00, 0.03], [0.39, -0.12, -0.11], [-0.20, -0.14, 0.04], [-0.14, 0.09, 0.21], [-0.11, -0.02, 0.03], [-0.07, 0.07, 0.07], [0.10, 0.08, 0.03], [-0.04, 0.01, -0.12], [-0.01, -0.09, 0.00], [-0.07, 0.15, -0.04], [-0.02, 0.03, -0.02], [-0.06, -0.03, 0.11], [-0.19, 0.04, -0.04], [0.07, -0.25, -0.23], [0.01, 0.05, 0.00], [0.09, 0.01, -0.08], [0.03, -0.05, 0.08], [-0.03, 0.01, 0.10], [-0.14, -0.05, 0.35], [-0.08, -0.02, -0.08], [-0.05, -0.08, -0.01], [-0.05, -0.02, 0.06], [0.08, -0.07, -0.04], [0.08, 0.00, 0.01], [-0.04, 0.02, -0.06], [-0.03, 0.06, -0.01], [0.19, -0.05, 0.00], [0.09, -0.05, -0.03], [0.16, -0.28, -0.45], [0.04, 0.09, -0.06], [-0.32, 0.16, 0.06], [0.24, 0.08, -0.22], [0.00, 0.08, -0.01], [0.07, -0.02, 0.05], [0.08, 0.06, -0.05], [-0.09, 0.08, 0.04], [0.16, -0.07, -0.02], [-0.02, -0.09, -0.06], [-0.10, 0.00, -0.02], [-0.02, -0.05, 0.02], [-0.01, 0.06, -0.02], [-0.05, 0.04, -0.02], [-0.09, 0.08, 0.20], [0.21, -0.17, 0.02], [0.13, 0.16, -0.09], [0.07, -0.15, 0.09], [0.01, 0.04, -0.02], [0.03, -0.01, 0.00], [0.00, 0.05, -0.07], [0.04, 0.01, 0.00], [-0.01, 0.00, 0.00], [0.00, -0.01, -0.01], [0.01, 0.03, 0.09], [0.01, 0.05, 0.02], [0.02, 0.00, -0.06], [-0.01, -0.01, 0.03], [0.02, 0.00, 0.03], [-0.03, -0.02, -0.08], [0.05, 0.02, -0.02], [0.02, 0.01, -0.03], [-0.02, 0.05, -0.01], [0.03, 0.02, 0.00], [-0.03, -0.04, 0.01], [0.03, 0.02, 0.05], [-0.03, -0.02, 0.04], [-0.04, -0.02, -0.01], [0.02, 0.07, 0.04], [-0.01, 0.06, -0.01], [-0.03, -0.05, 0.02], [0.07, -0.01, 0.13], [0.02, -0.04, -0.01], [-0.01, -0.04, -0.02], [0.01, 0.01, -0.08], [-0.03, -0.03, 0.01], [0.00, 0.03, -0.02], [0.01, -0.02, -0.02], [0.02, 0.03, -0.01], [0.09, -0.05, 0.08], [-0.03, 0.01, 0.02], [0.01, -0.02, 0.05], [-0.02, -0.03, -0.09], [0.05, 0.06, -0.02], [-0.06, 0.03, 0.06], [0.06, 0.01, -0.04], [0.06, 0.00, 0.02], [0.04, -0.02, 0.03], [-0.04, -0.01, 0.02], [-0.02, 0.05, 0.03], [-0.02, 0.01, -0.01], [0.05, 0.00, 0.00], [-0.02, -0.06, -0.04], [0.01, 0.02, 0.02], [0.03, 0.02, -0.03], [-0.01, 0.03, -0.05], [0.03, 0.09, 0.03], [0.00, -0.05, 0.07], [0.04, 0.02, -0.02], [0.00, -0.01, -0.05], [-0.04, 0.04, -0.10], [0.02, -0.03, 0.01], [-0.12, -0.01, -0.06], [0.00, -0.02, 0.00], [-0.01, -0.06, 0.05], [0.02, -0.01, -0.02], [-0.01, -0.03, 0.01], [0.01, 0.05, -0.02], [0.00, 0.03, -0.05], [0.00, 0.00, 0.04], [-0.02, 0.00, 0.00]], "mulliken_charge": [2.024, 1.203, 0.203, 1.019, 1.011, -0.360, -0.391, -0.357, -0.353, -0.274, -0.436, -0.659, -0.647, -0.438, 0.124, -0.607, -0.662, -0.798, -0.671, -0.843, 0.199, -0.834, 0.207, 0.613, 1.044, 0.513, 0.108, -0.583, -0.981, -1.358, -1.534, -0.316, -0.842, 3.039, -1.037, -0.258, 0.234, 0.851, -0.608, 1.147, -0.939, -0.477, -1.281, -1.050, -0.470, -0.199, 1.015, -1.061, -1.090, -0.125, -0.590, -0.517, -1.356, -0.654, 3.130, 0.648, 0.036, -0.754, -0.387, 0.327, 0.172, -0.899, -1.026, -0.813, -1.461, -0.247, -0.603, 1.122, -1.512, -0.280, -0.896, -1.162, -0.316, 0.609, -0.516, 0.173, -0.008, -0.125, -0.558, -0.197, -1.439, -0.678, -2.366, -0.796, -2.250, -0.407, -0.570, 0.481, 0.586, 0.092, -0.109, 0.395, 0.606, 0.416, 0.259, 0.508, 0.345, 0.444, 0.359, 0.344, 0.168, 0.499, 0.310, 0.281, 0.350, 0.394, 0.406, 0.353, 0.207, 0.851, 0.710, 0.430, 0.290, 0.450, 0.302, 0.376, 0.531, 0.508, 0.295, 1.014, 0.347, 0.435, 0.374, -0.601, 0.538, 0.377, 0.454, 0.464, 0.437, 0.469, 0.417, 0.605, 0.441, 0.338, 0.321, 0.371, 0.386, 0.466, 0.544, -0.785, 0.400, -0.242, 0.349, 0.467, 0.492, 0.381, 0.334, 0.390, 0.358, 0.373], "homo_lumo_gap_ev": 6.242, "total_charge": -2, "mol_weight_g_mol": 1517.724}